{
  "formula": "C3H12N2OS",
  "method": "ωB97M-V/def2-TZVPD",
  "de_lowest_kj_mol": 33.3,
  "total_charge": 0,
  "smiles": "NC[C@H](N)CS.O",
  "spin_multiplicity": 1,
  "energy_ha": -704.42557,
  "species": ["S", "O", "N", "N", "C", "C", "C", "H", "H", "H", "H", "H", "H", "H", "H", "H", "H", "H", "H"],
  "xyz": [[3.0348, -0.7699, 0.4034], [-4.4015, 1.7085, -1.5164], [0.6125, 1.1838, -0.0245], [-2.2255, 0.0950, 0.4617], [0.2740, -0.1397, 0.4419], [-1.0747, -0.5929, -0.1030], [1.3052, -1.2381, 0.1444], [0.1872, 1.4533, -0.8974], [0.1288, -0.1230, 1.5313], [3.1905, -0.2206, -0.8081], [1.6074, 1.3370, -0.0320], [-2.0649, 1.0971, 0.4490], [-3.6857, 2.3425, -1.6109], [-1.1120, -0.4577, -1.1874], [-4.2950, 1.3167, -0.6309], [-2.3512, -0.1599, 1.4381], [1.2165, -1.6673, -0.8559], [1.1263, -2.0394, 0.8705], [-1.1623, -1.6598, 0.0805]],
  "atomic_forces_ev_per_a": [[0.069, 0.049, -0.110], [-0.119, -0.144, 0.409], [-0.252, 0.190, 0.268], [-0.318, 0.111, 0.280], [-0.146, -0.332, -0.115], [-0.066, 0.227, -0.096], [0.004, -0.218, 0.366], [0.118, -0.213, -0.201], [0.309, 0.159, 0.010], [0.154, 0.030, 0.035], [0.106, 0.183, -0.004], [0.076, -0.044, 0.036], [0.013, -0.017, 0.081], [0.150, -0.037, -0.080], [0.145, 0.095, -0.557], [0.059, 0.039, -0.150], [-0.121, 0.132, 0.033], [0.040, -0.035, -0.248], [-0.222, -0.176, 0.043]]
}

---

{
  "formula": "C3H12N2S",
  "method": "ωB97M-V/def2-TZVPD",
  "de_lowest_kj_mol": 56.0,
  "total_charge": 0,
  "smiles": "CSC.NCN",
  "spin_multiplicity": 1,
  "energy_ha": -629.15818,
  "species": ["S", "N", "N", "C", "C", "C", "H", "H", "H", "H", "H", "H", "H", "H", "H", "H", "H", "H"],
  "xyz": [[-1.8449, -1.0976, -0.4530], [1.9703, 0.9664, 0.8819], [2.6802, 1.6110, -1.4945], [-2.9975, -0.0209, 0.4377], [-0.9293, -1.8285, 0.8631], [3.0355, 1.3792, -0.0177], [3.7395, 0.5601, -0.1597], [-0.4177, -1.0871, 1.4667], [1.4631, 0.2674, 0.3537], [2.0638, 0.8240, -1.6815], [-2.6591, 0.9735, 0.6955], [-0.1448, -2.3651, 0.3040], [-3.8556, 0.0029, -0.2352], [2.0605, 2.4122, -1.4637], [-1.4889, -2.6520, 1.3018], [1.4193, 1.7831, 1.1255], [3.4718, 2.3030, 0.3427], [-3.3732, -0.5974, 1.2849]],
  "atomic_forces_ev_per_a": [[-0.363, 0.891, -0.563], [0.790, 0.280, -0.547], [-0.371, 0.047, 2.031], [-0.725, -1.211, -0.424], [1.015, -1.024, -0.996], [0.060, -0.265, -1.795], [0.372, 0.163, 0.831], [-0.296, -0.220, 0.590], [-0.717, 0.098, 0.469], [-0.007, 0.011, -0.526], [0.227, 0.025, 0.057], [0.062, 0.185, 0.263], [0.001, 0.524, -0.002], [-0.202, 0.209, -0.439], [-0.064, 0.503, 0.822], [-0.417, -0.430, -0.175], [0.435, -0.130, 0.126], [0.200, 0.342, 0.276]]
}

---

{
  "formula": "C3H12N3",
  "method": "ωB97M-V/def2-TZVPD",
  "de_lowest_kj_mol": 207.8,
  "total_charge": 1,
  "smiles": "CN(C)NC[NH3+]",
  "spin_multiplicity": 1,
  "energy_ha": -285.48627,
  "species": ["N", "N", "N", "C", "C", "C", "H", "H", "H", "H", "H", "H", "H", "H", "H", "H", "H", "H"],
  "xyz": [[1.9116, 0.5862, -0.6001], [0.3271, -0.0916, 0.9235], [-0.6313, 0.1028, -0.1138], [-1.3526, -1.1152, -0.4684], [1.5832, -0.5082, 0.3735], [-1.5467, 1.1651, 0.2796], [2.1668, 1.4473, -0.1046], [-2.1673, 0.8793, 1.1351], [0.0007, -0.6682, 1.6967], [-1.9769, -0.9086, -1.3346], [2.6278, 0.3386, -1.2907], [2.3314, -0.5759, 1.1653], [-0.9721, 2.0514, 0.5437], [-2.1943, 1.3935, -0.5646], [1.5657, -1.4497, -0.1998], [-1.9930, -1.4684, 0.3485], [-0.6498, -1.9056, -0.7312], [0.9696, 0.7273, -1.0581]],
  "atomic_forces_ev_per_a": [[-0.069, 0.056, -0.169], [-0.064, 0.173, -0.030], [0.214, -0.087, 0.121], [0.021, -0.199, -0.038], [-0.116, -0.407, 0.155], [-0.049, 0.272, -0.019], [-0.015, -0.175, -0.153], [0.003, -0.028, 0.012], [0.050, -0.020, -0.113], [-0.013, -0.040, -0.016], [-0.167, 0.085, 0.229], [-0.032, 0.053, -0.188], [-0.070, -0.007, -0.005], [-0.034, 0.012, 0.022], [0.047, 0.267, 0.017], [0.024, 0.041, 0.031], [-0.028, -0.007, -0.029], [0.298, 0.011, 0.174]]
}

---

{
  "formula": "C3H12N3S",
  "method": "ωB97M-V/def2-TZVPD",
  "de_lowest_kj_mol": 0.0,
  "total_charge": -1,
  "spin_multiplicity": 1,
  "energy_ha": -683.99503,
  "species": ["S", "N", "N", "N", "C", "C", "C", "H", "H", "H", "H", "H", "H", "H", "H", "H", "H", "H", "H"],
  "xyz": [[-0.1258, -1.6960, -0.1832], [2.9070, 0.1339, -0.2535], [-3.0683, -0.5292, 0.0313], [1.1088, 1.1091, -1.6746], [-2.0608, -0.0067, 0.9528], [2.0215, 1.2487, -0.5496], [-0.9295, -0.9825, 1.2940], [-0.1875, -0.4471, 1.8953], [1.6282, 0.9134, -2.5247], [1.4020, 1.4196, 0.3321], [-3.5367, -1.3134, 0.4751], [-1.6391, 0.8961, 0.5029], [-2.5677, 0.3004, 1.8762], [3.4863, -0.0779, -1.0576], [-1.3455, -1.7894, 1.9087], [0.5177, 0.2866, -1.4937], [-2.5480, -0.9360, -0.7452], [2.3179, -0.6819, -0.0830], [2.6195, 2.1523, -0.7034]],
  "atomic_forces_ev_per_a": [[-0.031, -0.084, 0.039], [0.126, -0.013, 0.206], [-0.169, 0.081, 0.005], [-0.146, -0.052, -0.117], [0.045, -0.033, 0.031], [-0.125, 0.115, -0.151], [-0.017, 0.046, -0.204], [-0.032, -0.046, 0.101], [0.044, 0.011, 0.034], [0.037, -0.025, 0.049], [0.054, -0.046, -0.005], [0.065, -0.019, -0.027], [-0.016, 0.041, 0.003], [-0.037, 0.005, -0.063], [0.043, 0.003, 0.059], [0.095, 0.148, 0.021], [0.042, -0.052, 0.023], [-0.043, -0.052, -0.029], [0.066, -0.030, 0.025]]
}